DFT (ωB97M-V/def2-TZVPD) results for 5 unconnected molecules or ions with the total composition C5H22N2O4S.

Each line ends with the Mulliken charge.
Cartesian coordinates (Å):
1 C -2.496818 -1.235724 0.278682  -1.01
2 N -1.285750 -0.983658 -0.486582  -0.15
3 C -0.224227 -1.912098 -0.204365  -0.81
4 C 1.107341 -1.600236 -0.941827  0.36
5 N 1.773054 -2.775910 -1.494547  -0.73
6 C 2.116009 -0.946042 0.023468  -1.11
7 C 1.646432 0.448201 0.354146  -0.30
8 S 2.767918 1.237637 1.551844  -0.21
9 H -3.104546 -0.315227 0.201220  0.36
10 H -3.088537 -1.924036 -0.318207  0.36
11 H -2.402335 -1.372193 1.357964  0.35
12 H -0.893224 -0.056667 -0.422771  0.07
13 H -0.598032 -2.888080 -0.603964  0.38
14 H 0.062065 -2.096392 0.851801  0.21
15 H 1.022309 -0.970116 -1.870604  0.26
16 H 2.324836 -3.305797 -0.829235  0.21
17 H 1.174194 -3.417969 -1.993231  0.24
18 H 2.393136 -1.531457 0.909560  0.40
19 H 3.094256 -0.921752 -0.483988  0.52
20 H 1.486200 0.998020 -0.580367  0.40
21 H 0.649562 0.607827 0.791633  0.06
22 H 3.897289 1.138053 0.866286  0.13
23 O -1.323109 2.759039 -1.639034  -0.68
24 H -0.891799 2.540697 -0.799625  0.45
25 H -1.035173 3.605932 -1.980757  0.28
26 O 0.069167 3.407196 0.487734  -0.65
27 H -0.403545 4.051378 1.045985  0.30
28 H 0.481277 2.915349 1.220987  0.27
29 O -0.182754 1.056254 3.490801  -0.59
30 H 0.552440 0.489476 3.706328  0.31
31 H -0.703856 1.336589 4.244132  0.28
32 O -3.013278 0.485810 -2.332328  -0.69
33 H -2.595095 1.345969 -2.350551  0.35
34 H -2.375400 -0.170081 -2.050602  0.37

Cartesian forces, eV/Å:
-0.80 2.20 -0.82
0.83 0.09 0.45
0.36 -1.56 -1.31
0.73 -0.53 -0.34
0.50 -0.56 0.04
-0.01 -0.11 -0.81
0.08 0.74 0.00
-0.60 0.36 0.17
0.20 -0.25 -0.02
-0.04 -0.77 0.73
0.27 -0.78 -0.11
-0.57 0.37 0.35
0.41 0.43 0.44
-0.52 0.33 -0.04
-0.63 0.03 1.20
-0.24 0.09 0.09
-0.18 0.12 0.03
-0.85 -0.12 0.07
-0.32 0.49 -0.18
0.76 0.28 0.05
0.25 -0.90 0.48
0.29 -0.05 -0.31
-0.76 -0.86 -0.61
0.12 0.91 -0.28
0.36 0.01 0.43
0.10 0.20 1.79
-0.13 0.02 -0.76
0.34 -0.23 -0.52
-0.44 0.53 -1.19
0.11 -0.12 0.70
0.39 -0.36 0.36
-1.08 -0.20 -0.38
0.53 0.23 0.18
0.54 -0.02 0.10

E_HOMO = -8.918 eV
SMILES = CNC[C@H](N)CCS.O.O.O.O
charge = 0
strongest force on any atom = 2.5 eV/A
gap between HOMO and LUMO = 9.14 eV
multiplicity = 1
electronic energy = -1012.31855 hartree
LUMO level = 0.2 eV


DFT (ωB97M-V/def2-TZVPD) results for 2 unconnected molecules or ions with the total composition C4H6N7O3.

Each line ends with the Mulliken charge.
Cartesian coordinates (Å):
1 C -4.010156 0.201556 -0.080644  -0.04
2 C -2.037024 0.812933 -0.014657  0.45
3 C 2.933203 -1.329267 0.373380  0.16
4 C 2.387761 -0.125773 -0.133002  0.25
5 N -2.797918 -0.233636 0.052206  -0.44
6 N -4.112611 1.505063 -0.190897  -0.52
7 N 2.376045 -2.443296 0.466315  -0.24
8 N -2.862324 1.948559 -0.245743  0.21
9 N -0.695337 0.880717 -0.021755  -0.20
10 N -0.015821 -0.107570 -0.018041  -0.12
11 N 2.805601 0.878907 -0.855316  0.69
12 O 3.965204 1.175799 -1.014857  -0.57
13 O 1.827996 1.794684 -1.368390  -0.38
14 O 3.051642 -3.366205 1.182131  -0.35
15 H -4.949202 -0.282203 0.114713  0.39
16 H 3.958871 -0.973402 0.705981  0.35
17 H -2.712809 2.925403 -0.102839  0.29
18 H 2.409070 2.585954 -1.528635  0.39
19 H -0.486432 -1.081552 0.114846  0.30
20 H 2.608963 -4.257161 1.337369  0.39

Cartesian forces, eV/Å:
-2.64 0.77 0.83
-2.46 2.35 -0.59
2.13 1.95 0.46
-2.33 0.62 -1.18
2.06 -2.10 0.17
0.40 1.71 -0.72
-1.84 -1.98 0.59
0.48 -2.77 1.14
1.24 1.39 -0.55
2.12 -2.71 0.45
-2.12 0.88 0.19
0.80 -0.34 -0.09
1.29 -0.70 0.70
1.02 -0.54 0.38
0.16 -0.88 -0.37
-0.69 -1.07 0.20
0.45 0.54 -0.20
-0.48 -0.63 0.04
0.64 1.55 -0.40
-0.20 1.97 -1.04

E_HOMO (spin up / spin down) = -13.537 / -13.537 eV
charge = +1
strongest force on any atom = 3.5 eV/A
gap between HOMO and LUMO (spin up / spin down) = 6.90 / 6.90 eV
multiplicity = 1
electronic energy = -764.38902 hartree
LUMO level (spin up / spin down) = -6.6 / -6.6 eV


DFT (ωB97M-V/def2-TZVPD) results for 2 unconnected molecules or ions with the total composition C2H5O2.

Each line ends with the Mulliken charge.
Cartesian coordinates (Å):
1 C 1.830981 -0.218620 0.087649  0.01
2 C -1.130224 0.362831 0.178914  0.10
3 O -1.870391 -0.501227 -0.283041  -0.32
4 O 0.854631 0.164726 -0.463682  -0.37
5 H 2.792008 -0.105781 -0.372954  0.31
6 H 1.924919 -0.935016 1.045745  0.21
7 H -1.249451 1.497616 -0.081780  0.28
8 H -0.874717 0.262169 1.156746  0.30
9 H -2.277756 -0.526698 -1.267595  0.47

Cartesian forces, eV/Å:
1.98 -3.19 2.52
-0.66 5.05 -1.55
-1.93 -2.99 -3.63
-2.56 1.15 -0.56
0.78 0.54 -0.48
-0.91 1.73 -1.48
0.82 -2.19 -0.51
1.10 -0.98 2.76
1.37 0.89 2.94

E_HOMO = -15.802 eV
charge = +1
strongest force on any atom = 5.3 eV/A
gap between HOMO and LUMO = 10.63 eV
multiplicity = 1
electronic energy = -229.29926 hartree
LUMO level = -5.2 eV


DFT (ωB97M-V/def2-TZVPD) results for C19H17N3O in the gas phase.

Each line ends with the Mulliken charge.
Cartesian coordinates (Å):
1 C 1.766095 0.571535 0.613221  -1.43
2 C 0.548045 1.406944 0.774373  1.12
3 C 0.333718 2.684637 0.298862  0.30
4 C 1.242247 3.451556 -0.433223  -0.38
5 N 1.992752 4.080817 -1.034415  -0.59
6 C -0.989428 3.069690 0.695898  0.56
7 C -1.748957 4.220978 0.511997  -0.65
8 C -3.021179 4.250404 1.039257  -0.62
9 C -3.541776 3.158163 1.735970  -0.72
10 C -2.805215 2.008394 1.930960  -0.67
11 C -1.519851 1.971992 1.408662  0.63
12 N -0.558100 0.987942 1.459424  0.29
13 C -0.729279 -0.317732 2.034403  -1.29
14 C -1.093219 -1.321313 0.925233  0.77
15 O -2.071576 -1.172636 0.230104  -0.64
16 N -0.232419 -2.352148 0.799098  -0.15
17 C -0.303035 -3.287402 -0.311194  -1.27
18 C 0.775856 -2.973354 -1.316259  0.80
19 C 1.877394 -3.801963 -1.474362  -0.57
20 C 2.884765 -3.463916 -2.362463  -0.50
21 C 2.804234 -2.288539 -3.088930  -0.50
22 C 1.708982 -1.454312 -2.933624  -0.54
23 C 0.698585 -1.796195 -2.053225  -0.31
24 H 2.154887 0.249990 1.580723  0.30
25 H 1.557671 -0.313955 0.010463  0.13
26 H 2.533920 1.153427 0.109165  0.44
27 H -1.343151 5.060764 -0.031590  0.45
28 H -3.633455 5.130405 0.910433  0.38
29 H -4.546348 3.214759 2.127723  0.39
30 H -3.228703 1.167160 2.458039  0.30
31 H 0.179584 -0.617201 2.563837  0.40
32 H -1.557755 -0.275530 2.745241  0.46
33 H 0.604211 -2.385288 1.360129  0.31
34 H -1.293567 -3.162599 -0.755735  0.35
35 H -0.199379 -4.306682 0.070171  0.44
36 H 1.944769 -4.718971 -0.905760  0.34
37 H 3.735450 -4.118186 -2.483194  0.38
38 H 3.592686 -2.022819 -3.776815  0.39
39 H 1.641849 -0.536448 -3.497931  0.43
40 H -0.161308 -1.152367 -1.934665  0.49

Cartesian forces, eV/Å:
-0.08 -0.02 0.02
0.31 0.36 -0.22
-0.60 -0.84 0.59
0.47 0.24 -0.30
0.19 0.18 -0.17
-0.12 -0.33 0.19
-0.02 -0.07 0.04
-0.01 0.17 -0.08
-0.04 -0.09 0.08
-0.05 -0.09 0.06
-0.18 0.69 -0.18
0.22 0.10 -0.05
-0.17 -0.27 -0.17
0.20 0.06 0.51
-0.27 0.21 -0.19
0.22 -0.37 0.13
-0.08 -0.01 -0.10
-0.01 -0.10 0.02
-0.13 0.01 0.03
0.13 0.00 -0.05
0.10 -0.04 -0.04
-0.06 0.07 0.01
-0.01 -0.05 -0.05
0.06 -0.02 0.03
0.06 -0.03 0.00
0.04 -0.01 0.00
0.02 0.09 -0.05
-0.04 0.07 -0.02
-0.07 -0.02 0.03
-0.06 -0.08 0.03
-0.11 0.06 0.01
0.15 -0.05 -0.05
-0.10 0.17 0.00
0.11 -0.11 0.09
-0.05 0.07 -0.09
0.00 -0.10 0.06
0.08 -0.05 -0.01
0.07 0.02 -0.06
-0.01 0.08 -0.06
-0.12 0.10 0.02

E_HOMO = -8.178 eV
SMILES = Cc1c(C#N)c2ccccc2n1CC(=O)NCc1ccccc1
charge = 0
strongest force on any atom = 1.2 eV/A
gap between HOMO and LUMO = 8.58 eV
multiplicity = 1
electronic energy = -973.76994 hartree
LUMO level = 0.4 eV